C53H108ClF3N3O2 | ωB97M-V/def2-TZVPD

The calculation puts the calculated total energy at -85944.7047 eV. As for the total charge: +1. For the lowest unoccupied orbital energy, the calculation gives -3.94 eV.

Atoms and positions in Å:
1 C 1.4183 -4.7570 0.1372
2 C 0.3344 -5.6551 -0.6028
3 C -1.0056 -5.5333 0.1891
4 C -1.6045 -4.1033 -0.0750
5 C -2.0990 -3.9052 -1.5567
6 C -3.1391 -2.7297 -1.5679
7 C -2.5728 -1.4099 -2.2210
8 C -3.7106 -0.3398 -2.1220
9 C -3.3648 1.0257 -2.7235
10 C -3.3823 1.3472 -4.1408
11 C -3.7496 0.1709 -5.0952
12 C -5.2746 0.2211 -5.4618
13 O -5.5104 -0.8546 -6.3955
14 C -6.0185 -0.3034 -7.6065
15 C -4.9417 0.3546 -8.5139
16 F -5.3368 0.1587 -9.8070
17 F -3.7170 -0.1902 -8.4078
18 F -4.8661 1.7027 -8.3383
19 N -3.1412 2.4723 -4.7586
20 N -2.7924 3.4788 -3.9949
21 O -2.5484 4.6596 -4.6132
22 C -1.3977 4.5305 -5.4852
23 C -0.0294 4.3691 -4.7284
24 C 0.6777 5.7814 -4.7559
25 C 0.8673 3.4358 -5.6261
26 C 2.2417 3.0734 -4.9805
27 C 3.0689 2.2141 -6.0394
28 C 1.9185 2.1530 -3.7223
29 C -2.7104 3.3478 -2.6745
30 C -2.3254 4.6355 -1.8821
31 C -3.6161 5.2530 -1.2169
32 C -3.8598 6.7757 -1.5231
33 N -5.3100 7.0690 -1.2839
34 C -2.9735 2.1712 -1.9011
35 C -2.9009 2.1003 -0.3674
36 C -1.6016 1.3704 0.1958
37 C -1.9703 0.0399 0.9619
38 Cl -0.4161 1.1550 -1.1599
39 H 0.9755 -4.3529 1.0759
40 H 1.6586 -3.8855 -0.5053
41 H 2.3170 -5.3514 0.4122
42 H 0.6983 -6.7030 -0.6775
43 H 0.2449 -5.2304 -1.6252
44 H -1.7706 -6.2865 -0.0996
45 H -0.8711 -5.6034 1.2938
46 H -0.8742 -3.2847 0.1320
47 H -2.4278 -3.9662 0.6657
48 H -1.2583 -3.7258 -2.2551
49 H -2.6368 -4.8419 -1.8335
50 H -3.3788 -2.4587 -0.5095
51 H -4.1065 -2.9996 -2.0521
52 H -1.6843 -1.0263 -1.6875
53 H -2.3228 -1.6822 -3.2694
54 H -4.6720 -0.6722 -2.5748
55 H -3.9319 -0.1758 -1.0407
56 H -3.4860 -0.7931 -4.6176
57 H -3.1429 0.2453 -6.0190
58 H -5.4695 1.2114 -5.9193
59 H -5.8546 0.0621 -4.5228
60 H -6.8675 0.3845 -7.3841
61 H -6.4458 -1.1524 -8.1873
62 H -1.4862 3.7276 -6.2451
63 H -1.3414 5.4821 -6.0571
64 H -0.1190 4.0049 -3.6839
65 H 1.7652 5.7052 -4.5423
66 H 0.2185 6.5051 -4.0487
67 H 0.6112 6.2297 -5.7761
68 H 0.3359 2.4983 -5.9217
69 H 1.0948 3.9753 -6.5812
70 H 2.8828 3.9404 -4.7338
71 H 2.6355 2.3603 -7.0562
72 H 4.1435 2.4758 -6.0513
73 H 2.9342 1.1320 -5.8116
74 H 2.7072 1.4017 -3.5353
75 H 1.7870 2.8586 -2.8651
76 H 0.9206 1.7004 -3.9229
77 H -1.7277 5.3431 -2.4822
78 H -1.6728 4.2623 -1.0573
79 H -4.4904 4.6692 -1.6023
80 H -3.6462 5.1022 -0.1119
81 H -3.3324 7.3448 -0.7223
82 H -3.5520 7.0710 -2.5429
83 H -5.8035 6.4891 -1.9721
84 H -5.5246 6.5995 -0.3975
85 H -3.7884 1.5429 -0.0038
86 H -2.9758 3.1113 0.0879
87 H -1.1399 2.0655 0.9285
88 H -1.2747 -0.0264 1.8304
89 H -3.0054 0.0573 1.3741
90 H -1.8295 -0.8762 0.3560
91 C 1.6708 -3.5064 -3.4163
92 C 3.0717 -3.1606 -2.9242
93 C 3.6549 -1.9133 -3.5870
94 C 3.8513 -1.9992 -5.0985
95 C 4.7400 -3.1442 -5.5838
96 C 6.1735 -3.0544 -5.0722
97 H 1.6631 -3.7408 -4.4823
98 H 1.2887 -4.3807 -2.8846
99 H 0.9798 -2.6762 -3.2404
100 H 3.7353 -4.0171 -3.0711
101 H 3.0283 -2.9890 -1.8441
102 H 4.6108 -1.6791 -3.1085
103 H 2.9979 -1.0606 -3.3786
104 H 4.2780 -1.0487 -5.4377
105 H 2.8752 -2.0826 -5.5884
106 H 4.7596 -3.1248 -6.6773
107 H 4.3084 -4.1089 -5.3019
108 H 6.6374 -2.1132 -5.3761
109 H 6.7717 -3.8708 -5.4806
110 H 6.2193 -3.1258 -3.9838
111 C 2.1915 3.3791 4.8626
112 C 0.9404 4.2221 4.6418
113 C -0.1202 4.0277 5.7253
114 C -0.6898 2.6119 5.8331
115 C -1.3232 2.0656 4.5548
116 C -2.5310 2.8661 4.0828
117 H 1.9696 2.3106 4.8318
118 H 2.9284 3.5844 4.0835
119 H 2.6499 3.6078 5.8270
120 H 0.5213 4.0073 3.6532
121 H 1.2297 5.2769 4.6284
122 H -0.9363 4.7360 5.5502
123 H 0.3085 4.3007 6.6949
124 H -1.4386 2.6008 6.6322
125 H 0.0991 1.9249 6.1541
126 H -1.6433 1.0363 4.7457
127 H -0.5812 2.0135 3.7508
128 H -3.3041 2.9020 4.8528
129 H -2.9595 2.3984 3.1909
130 H -2.2581 3.8908 3.8218
131 C -3.7458 -0.1999 11.3468
132 C -2.3575 0.1903 11.8416
133 C -1.8287 1.4774 11.2094
134 C -1.6371 1.4276 9.6923
135 C -0.7046 0.3256 9.1892
136 C 0.7260 0.4671 9.6969
137 H -3.7493 -0.4067 10.2747
138 H -4.0892 -1.1021 11.8567
139 H -4.4683 0.5947 11.5468
140 H -1.6602 -0.6346 11.6692
141 H -2.4017 0.3318 12.9252
142 H -0.8800 1.7401 11.6872
143 H -2.5172 2.2965 11.4429
144 H -1.2501 2.3980 9.3608
145 H -2.6111 1.3125 9.2052
146 H -0.6896 0.3598 8.0949
147 H -1.0950 -0.6594 9.4598
148 H 1.1502 1.4306 9.4035
149 H 1.3558 -0.3193 9.2758
150 H 0.7788 0.3837 10.7836
151 C 4.5457 -3.7543 2.5333
152 C 6.0385 -3.8380 2.2369
153 C 6.3918 -4.9171 1.2138
154 C 6.0565 -6.3497 1.6345
155 C 6.7028 -6.8132 2.9401
156 C 8.2263 -6.8340 2.8857
157 H 4.1696 -4.6784 2.9765
158 H 4.3455 -2.9450 3.2390
159 H 3.9786 -3.5536 1.6206
160 H 6.5902 -3.9977 3.1675
161 H 6.3707 -2.8712 1.8468
162 H 7.4589 -4.8465 0.9824
163 H 5.8679 -4.7020 0.2755
164 H 6.3608 -7.0262 0.8288
165 H 4.9706 -6.4595 1.7223
166 H 6.3491 -7.8251 3.1588
167 H 6.3730 -6.1862 3.7734
168 H 8.5787 -7.4860 2.0833
169 H 8.6325 -7.2099 3.8267
170 H 8.6384 -5.8360 2.7252